# 1
Here is one molecule with the formula C6H10O from the Open Molecules 2025 dataset. Energies are from ωB97M-V with the def2-TZVPD basis set.

Last column: natural (NBO) charge in e.
CARTESIAN COORDINATES (ANGSTROEM)
O (-1.5508, 0.7401, -1.3253)  -0.7124
C (-0.9802, -0.5112, -1.3806)  0.1327
C (1.3271, 1.0755, -0.7742)  -0.3983
C (1.2927, 0.7972, 0.5251)  -0.1907
C (0.0269, 0.5682, 1.3093)  -0.4426
C (-0.2505, -0.9300, 1.0477)  -0.4314
C (-0.6238, -1.2967, -0.3653)  -0.2824
H (-2.2484, 0.7051, -0.6638)  0.4843
H (-0.7993, -0.8058, -2.4100)  0.1773
H (0.4716, 1.4890, -1.2904)  0.2084
H (2.2067, 0.8836, -1.3766)  0.1951
H (2.2016, 0.4455, 1.0116)  0.1910
H (0.7414, -1.3952, 1.1466)  0.2183
H (0.1783, 0.7213, 2.3846)  0.2129
H (-0.7957, 1.2200, 0.9966)  0.2075
H (-0.8596, -1.4021, 1.8231)  0.2192
H (-0.3381, -2.3046, -0.6583)  0.2109

Results
Energy relative to the best compared isomer or geometry (same formula, charge and spin), kJ/mol: 166.8
Highest occupied orbital energy, Eh: -0.3212

---

# 2
Here is a 11-piece molecular cluster, C27H73N3O11 overall at a distorted geometry from the Open Molecules 2025 dataset. Energies are from ωB97M-V with the def2-TZVPD basis set.

Last column: Löwdin charge in e.
CARTESIAN COORDINATES (ANGSTROEM)
C (1.1079, 1.9345, 2.0440)  -0.0213
C (1.2594, 1.6358, 0.4723)  -0.4323
C (0.4290, 0.2703, 0.3088)  -0.1011
C (0.3643, -0.1621, -1.1907)  -0.1607
C (-0.4027, 0.9703, -1.9171)  -0.1339
C (0.2046, 2.3666, -1.7073)  -0.4094
N (0.5683, 2.6472, -0.2549)  -0.1384
O (1.2550, 3.8242, -0.1908)  -0.0219
C (1.4330, 2.5943, -2.6522)  -0.0144
C (-0.9519, 3.4206, -2.0127)  -0.0217
C (2.8275, 1.4796, 0.2087)  -0.0183
H (0.1360, 2.4067, 2.1873)  0.0736
H (1.8463, 2.6641, 2.3764)  0.0751
H (1.2789, 1.0357, 2.6364)  0.0566
H (0.9559, -0.5199, 0.8436)  0.1058
H (-0.5590, 0.2681, 0.7694)  0.1131
H (-0.1026, -1.1238, -1.4035)  0.0886
H (1.3752, -0.3586, -1.5479)  0.0984
H (-1.4209, 0.8494, -1.5472)  0.1176
H (-0.4704, 0.7497, -2.9824)  0.0995
H (1.5572, 3.6705, -2.5316)  0.0608
H (2.2704, 1.9239, -2.4588)  0.0776
H (1.1402, 2.4982, -3.6977)  0.0737
H (-1.7755, 3.1464, -1.3534)  0.0686
H (-0.8421, 4.5029, -1.9431)  0.0764
H (-1.3618, 3.2843, -3.0134)  0.0797
H (3.1556, 0.6451, 0.8283)  0.0647
H (3.3956, 2.3374, 0.5685)  0.0706
H (3.2178, 1.1929, -0.7678)  0.0594
H (1.8716, 3.6840, -0.9132)  0.0602
C (0.9215, -3.7660, -3.8102)  -0.0263
C (-0.4396, -4.2736, -4.4254)  -0.4527
C (-0.6085, -5.7281, -4.0290)  -0.1271
C (-2.1114, -6.2417, -3.8797)  -0.1231
C (-3.0133, -5.1878, -3.1647)  -0.1363
C (-2.8723, -3.6628, -3.5680)  -0.4334
N (-1.4412, -3.3333, -3.8009)  -0.0908
O (-1.1856, -1.9220, -4.1271)  -0.0450
C (-3.8887, -3.2863, -4.7965)  -0.0121
C (-3.2562, -2.7898, -2.3468)  -0.0580
C (-0.5176, -4.1527, -5.9941)  -0.0103
H (1.1566, -2.7934, -4.2424)  0.0431
H (1.8045, -4.3048, -4.1539)  0.0866
H (0.9235, -3.6255, -2.7293)  0.0894
H (-0.0897, -6.3183, -4.7844)  0.1059
H (-0.0506, -6.0138, -3.1373)  0.1091
H (-2.2773, -7.1333, -3.2750)  0.1059
H (-2.5945, -6.1808, -4.8549)  0.1006
H (-2.9798, -5.3266, -2.0841)  0.1057
H (-4.0767, -5.2779, -3.3864)  0.1001
H (-3.6666, -3.6616, -5.7955)  0.0587
H (-4.8861, -3.6312, -4.5239)  0.0677
H (-3.8989, -2.1965, -4.8162)  0.0648
H (-2.4549, -2.6449, -1.6221)  0.0761
H (-3.4323, -1.7263, -2.5087)  0.0686
H (-4.1794, -3.1007, -1.8580)  0.0821
H (0.0170, -4.9739, -6.4714)  0.0746
H (-0.1328, -3.1988, -6.3548)  0.0709
H (-1.5399, -4.2646, -6.3552)  0.0656
H (-0.5717, -1.7009, -3.4230)  0.0520
C (-2.5602, -1.2105, 6.0723)  -0.0584
C (-1.2025, -0.9017, 5.5549)  -0.4267
C (-1.3851, 0.1711, 4.3574)  -0.1341
C (-1.6103, 1.6124, 4.8487)  -0.1485
C (-0.4187, 1.9137, 5.8281)  -0.1466
C (-0.2565, 1.0181, 7.0664)  -0.4875
N (-0.2732, -0.4262, 6.6920)  -0.1313
O (0.0042, -1.3911, 7.6229)  0.0008
C (1.1593, 1.3780, 7.5343)  -0.0412
C (-1.3898, 1.4109, 8.0665)  -0.0179
C (-0.5654, -2.1115, 4.7746)  -0.0413
H (-3.0739, -0.3125, 6.4156)  0.0676
H (-2.6737, -1.9684, 6.8474)  0.0896
H (-3.2742, -1.4611, 5.2878)  0.0850
H (-0.4610, 0.0661, 3.7890)  0.0796
H (-2.1648, -0.0815, 3.6388)  0.1122
H (-2.5392, 1.6718, 5.4160)  0.0942
H (-1.5521, 2.3627, 4.0602)  0.0975
H (-0.5865, 2.9299, 6.1850)  0.1169
H (0.5147, 1.9733, 5.2684)  0.1047
H (1.8072, 1.2163, 6.6729)  0.0801
H (1.1612, 2.3879, 7.9443)  0.0868
H (1.5702, 0.7628, 8.3348)  0.0758
H (-1.2728, 2.4540, 8.3602)  0.0815
H (-2.3314, 1.3460, 7.5212)  0.0499
H (-1.6217, 0.7003, 8.8598)  0.0830
H (0.4895, -1.9826, 4.5324)  0.0684
H (-1.1500, -2.4280, 3.9108)  0.0829
H (-0.5443, -2.9729, 5.4422)  0.0695
H (0.9059, -1.6336, 7.3998)  0.1027
O (-1.9702, 5.6469, 0.3902)  -0.0503
H (-1.2357, 5.1829, 0.7920)  0.0188
H (-2.5500, 4.9529, 0.0767)  0.0212
O (6.4285, 1.7011, 0.1536)  -0.0474
H (5.6776, 2.2880, 0.0649)  0.0102
H (6.3322, 1.0777, -0.5663)  0.0294
O (3.1237, -0.7777, -3.9480)  -0.0707
H (2.2124, -0.5278, -4.1005)  -0.0332
H (3.3360, -1.3652, -4.6732)  0.0286
O (0.7254, -0.2522, -5.2527)  -0.0440
H (0.8282, 0.3191, -6.0138)  0.0611
H (-0.1636, -0.5985, -5.3309)  0.0265
O (3.7261, -0.3318, 3.2374)  -0.0456
H (3.1815, -0.8524, 3.8278)  0.0232
H (4.1159, -0.9727, 2.6427)  0.0347
O (3.0070, 5.6719, 1.7212)  -0.0520
H (2.1382, 5.5456, 1.3399)  0.0079
H (3.5126, 6.0995, 1.0300)  0.0263
O (0.4440, 4.1819, -5.6298)  -0.0606
H (0.7713, 4.2083, -4.7307)  -0.0299
H (1.1889, 3.8765, -6.1475)  0.0293
O (2.3353, 5.5360, -4.1293)  -0.0361
H (3.1764, 5.0791, -4.1373)  0.0480
H (2.5333, 6.3968, -3.7605)  0.0502

Results
Energy relative to the best compared isomer or geometry (same formula, charge and spin), kJ/mol: 409.3
Highest occupied orbital energy, Eh: -0.2943

---

# 3
Here is one molecule with the formula C2H5N3O at a distorted geometry from the Open Molecules 2025 dataset. Energies are from ωB97M-V with the def2-TZVPD basis set.

Last column: natural (NBO) charge in e.
CARTESIAN COORDINATES (ANGSTROEM)
N (0.0582, -1.0005, 1.9076)  -0.8465
C (0.6572, -0.2684, 0.8866)  0.7865
O (1.8284, 0.0418, 0.8934)  -0.6269
N (-0.2207, 0.1129, -0.1143)  -0.6545
C (-0.0671, 0.8748, -1.3034)  0.3141
N (-1.0827, 0.7849, -2.0345)  -0.7288
H (0.7256, -1.4141, 2.5454)  0.4033
H (-0.7252, -1.6017, 1.6922)  0.3859
H (-1.2115, -0.0651, 0.0230)  0.4069
H (0.8382, 1.4776, -1.4866)  0.1865
H (-1.4583, 1.4979, -2.6202)  0.3735

Results
Energy relative to the best compared isomer or geometry (same formula, charge and spin), kJ/mol: 70.0
Highest occupied orbital energy, Eh: -0.3532

---

# 4
Here is a 2-piece molecular cluster, CH6N2P overall at a distorted geometry from the Open Molecules 2025 dataset. Energies are from ωB97M-V with the def2-TZVPD basis set.

Last column: natural (NBO) charge in e.
CARTESIAN COORDINATES (ANGSTROEM)
C (0.6667, -0.0418, 0.3990)  0.3446
N (1.9457, -0.1821, 0.2583)  -0.7337
N (-0.2333, -0.7074, -0.2947)  -0.7409
P (-2.5742, -0.2071, 0.0564)  0.6531
H (0.4258, 0.7970, 0.9928)  0.2043
H (2.6216, 0.4314, 0.8236)  0.4535
H (2.2462, -0.9243, -0.4170)  0.4230
H (0.0885, -1.4719, -0.8852)  0.3996
H (-2.0361, 1.0919, -0.3525)  -0.0052
H (-2.1441, -0.1782, 1.4986)  0.0016

Results
Energy relative to the best compared isomer or geometry (same formula, charge and spin), kJ/mol: 152.2
Charge: +1
Highest occupied orbital energy, Eh: -0.5468

---

# 5
Here is C26H31N6O5SV as an isolated structure at a distorted geometry from the Open Molecules 2025 dataset. Energies are from ωB97M-V with the def2-TZVPD basis set.

Last column: Löwdin spin population.
CARTESIAN COORDINATES (ANGSTROEM)
V (0.8720, -0.3491, 0.1356)  2.7475
C (-1.8958, -5.3436, 0.0704)  0.0005
N (-1.5787, -4.0190, 0.5929)  0.0058
C (-2.3683, -3.5751, 1.7369)  0.0007
C (-0.5878, -3.2567, 0.1237)  0.0070
O (-0.3551, -2.1326, 0.5775)  0.0192
C (0.2560, -3.7714, -1.0383)  0.0012
O (1.3717, -2.9411, -1.2139)  0.0091
C (2.4845, -3.3830, -0.4540)  0.0013
C (3.3130, -2.1898, -0.0337)  0.0043
O (2.9005, -1.0426, -0.2777)  0.0238
N (4.4659, -2.4037, 0.5850)  0.0003
C (4.9608, -3.7258, 0.9432)  0.0001
C (5.2222, -1.2762, 1.1152)  0.0002
H (-1.5513, -6.1252, 0.7491)  0.0002
H (-1.4593, -5.5041, -0.9099)  0.0000
H (-2.9763, -5.4319, -0.0387)  0.0002
H (-2.3675, -4.3599, 2.4939)  0.0001
H (-3.3978, -3.3829, 1.4323)  0.0001
H (-1.9307, -2.6744, 2.1505)  0.0002
H (-0.3447, -3.7465, -1.9500)  0.0002
H (0.5544, -4.8088, -0.8748)  0.0002
H (3.0781, -4.0657, -1.0670)  -0.0001
H (2.1677, -3.8948, 0.4590)  0.0002
H (4.3576, -4.5163, 0.5131)  0.0000
H (4.9466, -3.8376, 2.0279)  0.0000
H (5.9833, -3.8486, 0.5867)  0.0001
H (4.6140, -0.3805, 1.0715)  0.0000
H (6.1364, -1.1294, 0.5389)  0.0000
H (5.4846, -1.4919, 2.1508)  0.0000
S (-5.4277, 1.5216, 0.1380)  0.0029
C (-3.6971, 1.1184, 0.1537)  0.0186
C (-3.0626, 0.6065, -0.9741)  -0.0025
C (-1.7164, 0.3239, -0.8929)  0.0217
N (-0.9932, 0.4822, 0.2232)  0.0099
C (-1.6068, 0.9558, 1.3084)  0.0214
C (-2.9523, 1.2924, 1.3064)  -0.0023
C (-5.3560, 2.9626, -0.8996)  0.0015
C (-6.1352, 3.0170, -2.0437)  0.0003
C (-6.0853, 4.1652, -2.8247)  0.0000
N (-5.3168, 5.2169, -2.5490)  0.0002
C (-4.5748, 5.1475, -1.4400)  0.0001
C (-4.5662, 4.0599, -0.5833)  0.0004
H (-3.6072, 0.4483, -1.8952)  -0.0006
H (-1.1950, -0.0660, -1.7623)  0.0021
H (-0.9865, 1.0488, 2.1906)  0.0008
H (-3.4124, 1.6781, 2.2057)  -0.0005
H (-6.7687, 2.1858, -2.3249)  0.0000
H (-6.6901, 4.2316, -3.7224)  0.0000
H (-3.9621, 6.0144, -1.2185)  0.0000
H (-3.9559, 4.0743, 0.3110)  0.0000
O (1.3143, 0.0284, 2.0952)  0.0276
C (1.7458, -0.9620, 2.8109)  0.0102
O (1.9667, -2.1030, 2.4110)  0.0143
H (1.9200, -0.7194, 3.8693)  -0.0007
N (2.6196, 2.6585, -2.3216)  0.0099
C (2.1472, 1.4342, -2.0150)  0.0185
N (1.6392, 1.3661, -0.8094)  0.0129
C (1.8205, 2.6521, -0.2677)  0.0073
C (1.5022, 3.1336, 1.0028)  0.0002
C (1.7940, 4.4551, 1.2645)  0.0013
C (2.3926, 5.2819, 0.2920)  -0.0013
C (2.7233, 4.8068, -0.9590)  0.0012
C (2.4224, 3.4699, -1.2091)  0.0005
H (3.0431, 2.9150, -3.1954)  0.0002
H (2.2114, 0.6038, -2.7012)  0.0010
H (1.0803, 2.4778, 1.7530)  0.0004
H (1.5699, 4.8686, 2.2391)  0.0001
H (2.6074, 6.3137, 0.5372)  -0.0001
H (3.1926, 5.4418, -1.6987)  0.0001

Results
Energy relative to the best compared isomer or geometry (same formula, charge and spin), kJ/mol: 65.9
Charge: +1
Highest occupied orbital energy (spin up / spin down), Eh: -0.3521 / -0.4152
Multiplicity: 4
<S²>: 3.76